A cluster of 8 separate species, C21H44F6N4O11P in total. Source: the Open Molecules 2025 dataset; level of theory: ωB97M-V/def2-TZVPD.

Element x y z (Å)
P1 -0.37728 0.79867 0.21136
F1 0.31545 -0.52027 0.94183
F2 -1.54255 -0.11696 -0.43539
F3 -1.33083 1.02551 1.51292
F4 -1.24519 1.94111 -0.61152
F5 0.68083 1.84470 0.80695
F6 0.67569 0.56860 -0.97372
C1 -0.43715 2.99847 2.75581
O1 -0.90621 3.42172 1.52269
H1 0.36176 3.62872 3.14648
H2 -1.29296 3.13264 3.41738
H3 0.02517 2.02837 2.57339
H4 -0.46313 2.87112 0.87299
C2 -1.99881 -2.22042 -1.64418
C3 -3.39060 -1.93003 -2.30257
C4 -3.29526 -1.33681 -3.72037
O2 -4.17848 -2.20699 -4.51074
C5 -4.39237 -3.39142 -3.77776
O3 -4.90968 -4.41305 -4.21287
O4 -3.79584 -3.20758 -2.53774
H5 -1.38618 -2.99146 -2.11140
H6 -2.25631 -2.69988 -0.69978
H7 -1.63001 -1.30022 -1.19106
H8 -4.06897 -1.26542 -1.76760
H9 -2.30104 -1.27913 -4.16342
H10 -3.58386 -0.30685 -3.51061
C6 -3.21458 3.42910 1.09835
C7 -4.02775 2.45634 1.95297
C8 -3.21499 1.31506 2.62253
O5 -3.39397 1.57025 3.91779
C9 -4.47389 2.42632 4.13412
O6 -4.93541 2.51692 5.26943
O7 -4.73561 3.16829 2.97389
H11 -3.85117 3.74862 0.27327
H12 -2.40816 2.92934 0.56166
H13 -2.87079 4.29433 1.66518
H14 -4.72355 1.97166 1.26810
H15 -2.18520 1.36178 2.26835
H16 -3.64672 0.32836 2.45483
C10 -0.96961 -4.23571 2.12407
O8 -1.03104 -4.58939 3.35091
N1 0.05918 -3.49721 1.55317
C11 -0.22384 -2.80557 0.32942
C12 1.04022 -2.88551 2.46353
H17 -1.69641 -4.53506 1.35313
H18 -0.71440 -3.44030 -0.40854
H19 0.77113 -2.54408 -0.03079
H20 -0.83254 -1.90429 0.25676
H21 1.04828 -3.39507 3.42706
H22 2.05428 -3.06049 2.10415
H23 0.99013 -1.82231 2.69844
C13 2.80244 1.73711 1.56846
O9 3.21438 2.53438 2.37350
N2 3.26077 0.36547 1.53569
C14 2.70584 -0.80558 0.82938
C15 4.41364 0.03926 2.38836
H24 2.03872 1.88774 0.78983
H25 2.14406 -0.51853 -0.05951
H26 2.03955 -1.37978 1.47315
H27 3.46044 -1.52194 0.50454
H28 4.14106 -0.13854 3.42865
H29 5.01838 -0.81405 2.08135
H30 5.18248 0.80284 2.27041
C16 1.35957 2.81691 -2.22633
O10 1.26137 4.07186 -2.38441
N3 2.30110 2.35250 -1.40955
C17 3.22600 3.09024 -0.57765
C18 2.69321 0.96771 -1.47608
H31 0.67718 2.07286 -2.66556
H32 4.26017 2.81956 -0.79054
H33 2.92309 2.88166 0.44843
H34 3.19391 4.17079 -0.71726
H35 2.94851 0.54713 -0.50343
H36 2.02698 0.32127 -2.04735
H37 3.67925 0.96641 -1.94065
C19 1.14809 -1.80822 -3.97902
O11 -0.04323 -2.05142 -4.09444
N4 1.81042 -1.37800 -2.89003
C20 3.24997 -1.43927 -2.81680
C21 1.12994 -1.07251 -1.62466
H38 1.93143 -2.08614 -4.70105
H39 3.38489 -2.33658 -2.21285
H40 3.57811 -0.59646 -2.20844
H41 3.69097 -1.40135 -3.81288
H42 1.18234 -1.99568 -1.04749
H43 1.76535 -0.28205 -1.22527
H44 0.11026 -0.69394 -1.55369

Forces on the atoms, in the same order (eV/Å):
P -2.3399 -0.6611 -0.1626
F -1.5795 3.0993 0.0957
F 0.7573 1.0742 1.7170
F 5.6150 -3.0046 -4.9987
F 2.1272 0.3830 0.1997
F -3.2907 -0.9791 -1.0465
F -6.9760 10.4323 5.0953
C 0.7695 0.8960 0.6348
O 1.8579 1.4908 -0.1326
H 0.1866 0.3265 0.0188
H 0.1963 -0.8960 0.5467
H -0.5714 0.1903 1.8710
H -0.4972 1.9625 0.3314
C -2.6804 0.5955 1.0973
C 3.8889 0.4040 -1.2902
C 0.0880 0.0234 0.6332
O -0.1027 -0.4927 1.2601
C 0.4399 -0.0708 -0.7703
O 1.3278 2.9793 1.4231
O -3.4737 -3.4438 -1.5008
H -0.1292 0.8620 -0.8211
H -0.8846 -0.2425 -0.1504
H 0.4215 -2.0724 -2.3457
H -0.1571 -0.6696 0.7212
H -0.0606 -0.6306 0.0033
H -0.8879 0.1184 -1.2968
C -1.6764 -0.2313 -0.9395
C 0.6382 -0.2987 -2.3613
C -1.7444 0.9381 -1.7517
O -1.9375 1.7841 4.4091
C 0.8943 0.1150 2.3629
O 0.4366 0.4366 -3.4183
O 0.2155 -2.2812 2.3570
H -0.4845 0.5556 0.1600
H -1.0917 0.3509 0.6210
H -0.0274 -0.2619 -0.2088
H -0.5357 0.1637 0.1855
H -3.8474 1.0108 3.4343
H -0.0708 -0.2460 -0.6940
C 1.0390 -0.5498 3.4584
O 0.1133 1.1262 -4.3576
N -1.5835 0.3215 2.4349
C 0.7728 -1.1443 -0.9104
C 0.5848 -1.2707 0.7781
H -0.1380 -0.0658 0.3016
H 0.7967 -0.7115 0.5271
H -0.9509 -0.7281 0.7450
H 0.3245 -0.8627 1.3842
H -0.5513 -0.1861 -0.1100
H -0.0895 -0.1639 -0.3533
H -0.8682 -0.1152 -0.2273
C 1.0536 -4.5170 0.8688
O 0.2373 0.1635 0.4251
N 1.2218 0.3059 0.6212
C -0.2585 0.2063 0.9735
C 0.3695 0.4145 -0.1571
H 2.7086 -0.5913 1.5947
H 0.7121 -1.0786 2.2567
H 0.8359 0.7117 -0.5041
H 0.6734 0.3768 -0.0639
H 0.0672 0.3306 0.0967
H -0.7886 -0.5619 -0.5028
H -0.3655 0.6049 0.6145
C 0.2063 4.8115 0.0048
O -0.5619 -3.0934 -0.1940
N 0.8871 -1.4492 0.1661
C -0.1547 2.0067 -0.6701
C 3.4601 3.1814 -1.7382
H 0.3093 0.2348 -0.1627
H 0.0070 -0.4131 0.1107
H 1.3458 1.7336 -1.6271
H -0.4489 -0.0710 -0.3283
H -0.1222 1.0425 -0.7733
H 2.1619 3.0909 -1.7309
H 0.2708 0.3882 -0.3896
C 0.5550 -1.0670 0.3110
O 0.5353 0.6296 -0.0515
N -2.2257 0.8718 -0.8727
C -0.7312 -0.4390 0.9384
C 1.7817 -7.4711 -2.2813
H -0.4189 0.0584 -0.8948
H 1.1530 -0.3808 -0.3747
H 0.4695 -0.8878 -0.6647
H 0.1368 -0.3522 0.2463
H 0.5615 0.6136 -1.1305
H -0.3554 -5.6543 -0.2945
H 0.4473 -3.1094 -2.7819

- frontier orbital gap (eV) = 9.11
- total charge = -1

Atomic partial charges in e from the Mulliken method, atoms 1 to 6: 1.99, -0.53, -0.16, -1.39, -0.70, -1.34

A cluster of 4 separate species, C21H44FN2O12S3 in total. Source: the Open Molecules 2025 dataset; level of theory: ωB97M-V/def2-TZVPD.

Element x y z (Å)
C1 -1.01923 -1.47060 2.19738
C2 -0.43798 -0.32031 1.37012
C3 0.82384 -0.70677 0.58703
C4 0.71116 -1.12590 -0.90939
C5 1.13077 -2.58780 -1.16266
N1 -0.60279 -0.74974 -1.55225
C6 -0.78469 0.44666 -1.95935
C7 -2.11513 0.70907 -2.60315
O1 -2.77567 1.83708 -2.13906
C8 -3.01529 1.92982 -0.73184
C9 -1.97779 2.75943 -0.01225
C10 -2.81940 -0.64976 -2.48184
F1 -3.15357 -1.10540 -3.73557
C11 -1.78269 -1.60795 -1.81858
O2 -2.21375 -2.24999 -0.70586
O3 -1.39287 -2.57317 -2.77004
C12 -1.92927 -3.75305 -2.65797
N2 -2.37011 -4.81118 -2.69843
H1 -1.24637 -2.34780 1.60308
H2 -0.30918 -1.75470 2.96790
H3 -1.91495 -1.12347 2.70837
H4 -1.20782 0.14157 0.75629
H5 -0.14882 0.44395 2.08827
H6 1.27636 -1.52382 1.13776
H7 1.53450 0.11617 0.62642
H8 1.41825 -0.51291 -1.45499
H9 1.87951 -2.62218 -1.94815
H10 1.58642 -3.00021 -0.27261
H11 0.32116 -3.22274 -1.48000
H12 -0.03206 1.21520 -1.85233
H13 -1.96872 0.89055 -3.66946
H14 -3.10270 0.94013 -0.26961
H15 -3.98737 2.39954 -0.61996
H16 -1.86874 3.74708 -0.44459
H17 -2.31094 2.88290 1.01752
H18 -1.01380 2.25752 0.05359
H19 -3.75504 -0.60116 -1.92585
H20 -2.77061 -1.67934 -0.15708
O4 -2.47278 5.76857 1.95809
S1 -1.38941 5.92085 2.88476
O5 -0.96944 4.80105 3.67422
O6 -1.67255 7.16470 3.81661
C13 -2.92686 7.20473 4.54669
C14 -2.95770 6.25398 5.72410
C15 0.00947 6.58038 2.04519
H21 -3.74648 7.01924 3.85172
H22 -3.00436 8.23521 4.88392
H23 -2.92536 5.21410 5.40313
H24 -3.87596 6.40853 6.28990
H25 -2.10558 6.42832 6.38029
H26 -0.30170 7.44165 1.46138
H27 0.38521 5.79213 1.39591
H28 0.76119 6.85336 2.78070
O7 3.33352 2.38451 0.70807
S2 4.47496 2.50632 1.57526
O8 4.91215 1.36251 2.31107
O9 4.23575 3.72715 2.55749
C16 3.02276 3.74275 3.34655
C17 3.04538 2.75545 4.49484
C18 5.82945 3.18964 0.68960
H29 2.16584 3.57541 2.69164
H30 2.95428 4.75775 3.73116
H31 3.06717 1.72608 4.14034
H32 2.15271 2.89066 5.10550
H33 3.92706 2.91055 5.11538
H34 5.49290 4.06762 0.14625
H35 6.17300 2.41968 0.00233
H36 6.61391 3.43846 1.39867
O10 2.35714 -9.05605 -4.02998
S3 1.36058 -8.98553 -5.05463
O11 1.61653 -8.22566 -6.23889
O12 -0.00288 -8.49072 -4.39499
C19 0.04618 -7.27370 -3.62344
C20 0.16414 -6.03463 -4.48761
C21 0.82775 -10.59982 -5.49963
H37 0.86426 -7.34163 -2.90391
H38 -0.88777 -7.25937 -3.06619
H39 1.11136 -6.00897 -5.02420
H40 0.10514 -5.14523 -3.86241
H41 -0.63643 -6.00480 -5.22633
H42 0.60923 -11.16161 -4.59638
H43 1.64967 -11.05628 -6.04654
H44 -0.04810 -10.51405 -6.13649

Forces on the atoms, in the same order (eV/Å):
C -0.0140 0.4132 -0.1021
C 0.1930 -0.3046 0.4280
C -0.4667 0.3572 -0.0314
C 0.3879 -0.7439 0.3621
C -0.0077 0.3138 -0.2525
N 0.7915 0.5253 -0.1734
C -0.3489 0.1952 -0.1967
C -0.1518 0.0304 0.0198
O -0.0053 -0.1386 -0.0434
C -0.0398 0.2832 0.2443
C -0.0935 -0.2868 0.3520
C -0.2488 0.2161 -0.4973
F 0.1620 -0.0049 0.2846
C -0.9956 -0.4140 -0.1479
O 0.1886 0.0830 0.2679
O 0.4676 0.2401 0.1702
C -0.2023 -0.0143 -0.4013
N -0.0420 -0.1738 0.2054
H -0.0715 -0.1900 -0.0749
H 0.1016 -0.1269 0.0655
H -0.1607 -0.1434 0.0467
H -0.0896 0.0598 -0.2060
H 0.0007 0.2360 -0.0616
H 0.1927 -0.1453 -0.0914
H 0.0422 0.1072 -0.0188
H -0.0246 0.2048 -0.0988
H 0.0229 -0.0319 -0.1413
H -0.0455 -0.0801 0.1380
H -0.1413 -0.2515 0.1922
H 0.1908 -0.0303 0.1353
H 0.2097 -0.0854 -0.1242
H 0.0365 -0.1778 -0.0865
H -0.1305 0.0342 -0.1397
H 0.0094 0.0769 -0.1504
H -0.0017 0.1362 0.1028
H 0.2141 0.0564 -0.1449
H 0.1196 0.0363 0.3083
H -0.0025 -0.1148 0.0066
O -0.0847 -0.2539 0.0317
S 0.2360 0.4472 0.0081
O -0.0805 -0.1679 -0.0986
O 0.1200 -0.1417 -0.0313
C -0.4139 0.0353 0.2166
C 0.1612 -0.1152 -0.0839
C 0.0185 0.0212 0.0009
H 0.0783 -0.0474 -0.0729
H 0.1113 0.0352 -0.0673
H -0.0243 0.0059 -0.0154
H -0.0079 0.0618 -0.0045
H -0.0273 0.0361 0.0300
H -0.0103 0.0114 0.0102
H -0.0144 -0.0161 -0.0009
H -0.0029 0.0048 0.0114
O -0.1592 -0.1658 -0.0251
S 0.1448 0.3429 0.1022
O -0.1055 -0.1223 -0.0657
O 0.0967 -0.0635 -0.0869
C -0.4298 -0.0472 0.3073
C 0.1301 -0.1270 -0.0926
C 0.0026 -0.0002 -0.0371
H 0.0705 -0.0256 -0.0801
H 0.1385 0.0588 -0.1140
H -0.0134 0.0036 -0.0137
H -0.0053 0.0712 -0.0071
H -0.0225 0.0320 0.0329
H -0.0104 0.0103 0.0156
H -0.0097 -0.0193 0.0056
H 0.0012 -0.0091 0.0150
O 0.1126 0.0583 -0.0041
S -0.2245 -0.0659 0.0511
O 0.0825 0.0036 -0.0107
O -0.0162 -0.0580 -0.1352
C -0.0035 0.3217 0.2862
C 0.1792 -0.1163 -0.2494
C -0.0052 -0.0288 0.0063
H 0.0451 -0.0673 -0.0671
H -0.0463 -0.1056 -0.0602
H 0.0097 -0.0288 0.0165
H -0.0379 -0.0009 0.0718
H -0.0475 0.0415 0.0512
H -0.0031 0.0117 0.0128
H 0.0212 0.0159 0.0031
H -0.0002 0.0165 -0.0081

- frontier orbital gap (eV) = 7.53
- total charge = +1

Atomic partial charges in e from the Mulliken method, atoms 1 to 6: -1.77, 0.57, -0.56, 0.14, -1.48, 0.38

A structure of composition C21H44FN3O7SSi. Source: the Open Molecules 2025 dataset; level of theory: ωB97M-V/def2-TZVPD.

Element x y z (Å)
C1 5.57820 -2.47532 6.64671
C2 4.76900 -1.25220 5.97407
C3 3.20213 -1.62166 5.70296
C4 2.41962 -1.46608 7.09581
N1 1.05650 -2.08951 7.13016
Si1 -0.14220 -1.22447 6.13859
C5 -0.54554 0.55589 6.72029
C6 0.66123 1.59654 6.57603
N2 1.02929 2.22469 5.47854
C7 -1.82815 -2.19767 6.19409
C8 -1.65512 -3.77375 6.38362
O1 -2.37431 -4.52632 5.67013
F1 -0.79443 -4.40982 7.32043
N3 0.29179 -1.10349 4.38819
C9 0.40156 -2.34913 4.00042
S1 0.91105 -3.76221 3.26528
H1 6.46060 -2.04868 7.26168
H2 6.05399 -3.14589 5.83304
H3 4.95221 -3.09820 7.38304
H4 4.86010 -0.30227 6.62188
H5 5.24552 -1.00669 4.95331
H6 2.84713 -0.83044 4.93491
H7 3.18336 -2.68919 5.27626
H8 3.05486 -2.03247 7.88505
H9 2.45833 -0.36237 7.39770
H10 0.75966 -2.14913 8.12071
H11 -1.01484 0.50139 7.76250
H12 -1.38850 0.93955 6.01724
H13 1.29328 1.79458 7.52576
H14 0.36202 1.89393 4.74399
H15 -2.57726 -1.72576 6.94234
H16 -2.30646 -2.03875 5.15102
C10 -3.85568 -0.32272 -3.53346
O2 -2.93781 -1.20600 -2.91849
C11 -1.76545 -1.39735 -3.70387
C12 -0.60602 -1.86278 -2.83065
O3 0.00758 -0.79953 -2.09597
C13 -0.74440 -0.28925 -0.99270
C14 -0.78459 -1.24327 0.19718
O4 -1.76002 -2.25930 -0.01494
C15 -1.49866 -3.41818 0.75406
H17 -4.19838 -0.73036 -4.49038
H18 -4.71350 -0.20601 -2.86884
H19 -3.40089 0.66122 -3.68260
H20 -1.48708 -0.46803 -4.21201
H21 -1.99122 -2.16640 -4.45331
H22 0.17900 -2.24740 -3.48924
H23 -0.89507 -2.68214 -2.17088
H24 -1.74185 0.02017 -1.30191
H25 -0.21393 0.61540 -0.67902
H26 -1.07336 -0.69158 1.09977
H27 0.20663 -1.68577 0.34236
H28 -0.53143 -3.84956 0.47766
H29 -2.27643 -4.15356 0.53984
H30 -1.51666 -3.18317 1.82176
C16 -2.44644 3.66134 -9.32278
O5 -1.23889 3.56471 -8.59259
C17 -0.62451 4.83442 -8.39610
C18 0.31255 4.79573 -7.19423
O6 -0.37320 4.88586 -5.94222
C19 -1.09249 3.71801 -5.54028
C20 -0.18255 2.57857 -5.09143
O7 0.33734 1.88525 -6.22171
C21 1.53746 1.19751 -5.92071
H31 -2.25827 4.06207 -10.32448
H32 -2.87024 2.65973 -9.41419
H33 -3.16660 4.29140 -8.79245
H34 -1.38309 5.60857 -8.24048
H35 -0.04903 5.06754 -9.30094
H36 0.95165 5.68315 -7.23622
H37 0.97357 3.92820 -7.21979
H38 -1.79497 3.40064 -6.30975
H39 -1.68741 4.03165 -4.67664
H40 -0.76078 1.85865 -4.50027
H41 0.63100 2.98196 -4.47970
H42 2.31208 1.90218 -5.60242
H43 1.88065 0.69665 -6.82781
H44 1.36677 0.44670 -5.14292

Forces on the atoms, in the same order (eV/Å):
C 0.7167 0.5284 0.0768
C -0.2138 -0.4355 -0.2322
C 1.1264 0.9845 0.3569
C 1.7225 -0.7105 0.1874
N -0.1434 1.6830 -0.5146
Si -0.5873 -0.0131 1.0113
C -0.2669 1.3308 -0.7271
C 0.5895 0.5404 -0.5106
N -1.8307 -2.2805 2.2552
C 0.1987 -0.1442 0.2042
C -3.6177 -2.9984 -2.7889
O 3.6503 3.0677 3.3997
F -1.5858 2.1132 -1.6590
N -0.0679 -6.6000 -0.4721
C 1.9679 2.7362 -1.1321
S -1.5962 3.3773 2.1757
H -1.3654 -0.7092 -0.9871
H -1.0132 0.9381 1.3823
H 0.8152 0.8886 -1.2911
H -0.2741 -1.4761 -0.9519
H -0.6699 -0.3526 1.6356
H 0.2801 -1.5647 1.1781
H -0.3404 1.6531 0.6583
H -1.0176 0.9653 -1.2385
H -0.1955 -1.3213 -0.4380
H 0.0756 -0.1838 -0.8967
H 0.9227 0.2287 -1.2648
H 1.2728 -0.6450 1.0642
H -1.0991 -0.3317 -1.5338
H 0.6238 0.4819 0.2920
H 1.3564 -1.1163 -0.9120
H 0.7041 -0.6509 1.7619
C 0.0661 -0.2832 0.1762
O 0.0977 0.3096 -0.0049
C -0.2190 -0.3862 0.4398
C 0.1188 0.2850 -0.1780
O -0.3310 -0.1320 0.0274
C 0.4325 -0.0870 0.1600
C -0.6043 0.0323 -0.2973
O 0.2398 -0.1482 -0.1050
C -0.3093 0.2257 -0.2192
H -0.0263 0.1379 -0.0746
H 0.0972 -0.1077 -0.0278
H 0.0021 0.0625 -0.1533
H 0.0477 0.0207 -0.0315
H 0.1794 0.0479 -0.1568
H -0.0306 0.1390 0.0071
H -0.2384 0.0968 0.0009
H -0.1438 -0.2229 0.0643
H 0.0700 -0.1199 -0.0299
H 0.2061 0.1227 0.0940
H 0.0546 0.0253 0.0001
H 0.0914 -0.0084 0.1528
H 0.0020 0.1498 -0.0119
H 0.0779 -0.1143 0.0252
C 0.2866 -0.1549 0.0775
O -0.2366 0.1413 0.1530
C 0.2759 -0.5511 0.0274
C -0.2227 0.2793 0.0681
O -0.0076 -0.2808 -0.2502
C 0.2830 0.1254 0.3519
C -0.3202 -0.1261 -0.5750
O 0.2352 0.1532 0.0512
C -0.2661 0.0075 -0.1511
H -0.1376 0.0668 -0.0260
H 0.1379 0.0555 0.0071
H -0.0575 0.1222 -0.0818
H -0.0002 0.0418 0.0342
H 0.0261 0.2295 0.0268
H -0.1420 0.0060 0.0314
H -0.1861 -0.1274 -0.1307
H 0.1440 -0.1907 -0.1242
H 0.1368 0.0361 -0.0124
H -0.0072 0.0981 0.2532
H -0.0134 0.0320 0.0416
H 0.0572 -0.0475 0.1367
H -0.1330 0.0546 0.0452
H 0.1290 0.0001 0.0991

- frontier orbital gap (eV) = 8.65

Atomic partial charges in e from the Mulliken method, atoms 1 to 6: -0.99, -0.58, -0.18, -0.54, -0.16, 0.24